3 unconnected molecules or ions with the total composition C5H15NO2 in a non-equilibrium geometry, computed with ωB97M-V/def2-TZVPD.

Geometry as XYZ:
```
23
Properties=species:S:1:pos:R:3:forces:R:3
C -1.65578 -2.33134 0.27759 0.05 -0.48 -0.69
C -1.84020 -1.23215 1.30986 0.25 -0.20 0.70
C -0.68372 -0.18131 1.39750 -1.01 -0.90 -0.71
C -0.39290 0.46509 0.10130 1.90 0.50 2.15
C -1.23990 1.19141 -0.67473 -1.73 0.80 -2.71
N -0.88087 1.82701 -1.80424 1.56 -0.88 -1.26
H -0.82243 -2.91632 0.67061 -0.05 -0.36 -0.57
H -1.48203 -2.10583 -0.77922 0.57 0.83 0.18
H -2.52005 -2.97915 0.10259 -0.08 -0.02 0.99
H -2.82092 -0.76170 1.34242 0.00 0.05 -0.21
H -1.68621 -1.77032 2.25259 -0.68 0.27 0.09
H -1.00148 0.56303 2.12854 0.02 0.28 0.01
H 0.18309 -0.69675 1.80510 0.23 0.25 -0.26
H 0.67538 0.53097 -0.10717 -0.17 -0.07 -0.55
H -2.32795 1.24077 -0.64058 0.11 -0.59 0.86
H -1.37434 1.69818 -2.69408 -1.11 0.63 0.90
H 0.08599 1.91852 -2.12945 0.14 -0.09 1.07
H 5.23907 -3.77792 2.45421 0.14 -0.02 -0.40
H 6.10963 -4.03480 1.20512 -0.10 0.02 0.14
O 5.26817 -3.66222 1.49261 -0.05 0.01 0.26
H 0.64644 5.46753 -3.23112 0.34 -0.22 -0.67
H 1.71432 5.70291 -2.10256 0.14 -0.08 -0.38
O 0.80668 5.84438 -2.37689 -0.47 0.27 1.03
```
Positions in Å, forces in eV/Å.

Multiplicity = 2
HOMO energy (alpha / beta) = -13.4 / -13.4 eV
Frontier orbital gap (alpha / beta) = 0.35469 / 0.22271 hartree
Energy relative to the best compared isomer or geometry (same formula, charge and spin) = 1.5039 eV
Total charge = +1

=====

A molecular structure, C4H5CrO2 in a non-equilibrium geometry, computed with ωB97M-V/def2-TZVPD.

Geometry as XYZ:
```
12
Properties=species:S:1:pos:R:3:forces:R:3
H -0.38888 3.35289 -0.21145 -0.33 -0.30 0.15
O -1.63137 0.56695 0.48432 -0.21 1.02 0.24
C -0.42622 -1.35577 -0.08810 -1.84 1.27 -1.39
C 0.86393 -1.35566 0.23286 4.61 -1.62 -0.34
C -1.58846 -0.69535 -0.13978 0.82 -1.40 -0.41
C 1.93419 -0.43994 0.04243 -3.21 2.36 1.96
O 1.62778 0.77753 -0.37118 1.73 -1.19 -0.08
Cr -0.01480 1.70136 -0.14101 -0.33 0.86 -0.14
H -2.53315 0.87729 0.62973 0.07 -0.04 -0.04
H 2.79926 -0.55310 0.71670 0.31 -0.39 -1.27
H -2.47891 -0.95791 -0.71013 0.22 -0.12 0.43
H 1.83663 -1.91830 -0.44439 -1.84 -0.43 0.90
```
Positions in Å, forces in eV/Å.

Multiplicity = 6
HOMO energy (alpha / beta) = -7.7 / -7.9 eV
Frontier orbital gap (alpha / beta) = 0.28969 / 0.24171 hartree
Energy relative to the best compared isomer or geometry (same formula, charge and spin) = 4.3316 eV

=====

3 unconnected molecules or ions with the total composition C4H16NO3 in a non-equilibrium geometry, computed with ωB97M-V/def2-TZVPD.

Geometry as XYZ:
```
24
Properties=species:S:1:pos:R:3:forces:R:3
C 1.07501 1.35315 -1.57964 1.20 0.63 -0.36
C 0.24924 0.31177 -0.84334 -0.56 0.64 -0.47
C -1.06647 -0.08959 -1.54339 1.21 -0.28 -0.95
C -1.12859 -1.58120 -1.80422 -0.32 -0.49 1.07
O -1.58888 -2.13746 -0.55077 -0.10 0.14 -0.27
N -0.11650 0.85966 0.51623 1.11 -0.66 0.38
H 1.26546 2.23654 -0.96534 -0.21 0.07 0.01
H 0.69162 1.70271 -2.53402 -0.59 -0.05 0.12
H 2.08865 1.03470 -1.85535 -0.24 -0.41 0.32
H 0.85826 -0.56376 -0.67406 0.00 -0.26 0.41
H -1.88122 0.07678 -0.89575 -1.16 0.55 0.67
H -1.17784 0.52397 -2.43478 -0.16 -0.18 -0.09
H -1.76511 -1.91851 -2.61433 -0.23 0.40 -0.21
H -0.15038 -1.98892 -1.94969 0.82 -0.15 -0.59
H -1.83121 -3.05700 -0.69756 0.03 -0.03 0.10
H -0.57639 1.76958 0.50671 -0.26 -0.23 -0.18
H -0.62904 0.13295 1.00896 -0.58 -0.05 0.27
H 0.70079 0.95410 1.13460 0.00 0.34 0.01
H -0.38425 -1.85345 2.85516 0.21 -0.06 -0.02
H 1.12040 -1.63820 2.54065 -0.04 -0.22 0.16
O 0.23948 -1.29335 2.37943 -0.23 0.21 -0.25
H 2.04826 1.31177 3.29556 -0.09 0.51 0.52
H 0.81724 2.29565 3.61073 0.52 0.13 0.38
O 1.14145 1.55811 3.09421 -0.34 -0.54 -1.02
```
Positions in Å, forces in eV/Å.

Multiplicity = 1
HOMO energy = -13.8 eV
Frontier orbital gap = 0.40544 hartree
Energy relative to the best compared isomer or geometry (same formula, charge and spin) = 0.7088 eV
Total charge = +1

=====

A single C6H7F molecule in a non-equilibrium geometry, computed with ωB97M-V/def2-TZVPD.

Geometry as XYZ:
```
14
Properties=species:S:1:pos:R:3:forces:R:3
C 0.66270 -0.50847 0.81755 0.31 -0.17 -0.24
C 0.83512 -0.23779 -0.56931 0.60 0.52 -0.78
C -1.15758 1.12746 -1.16484 -1.30 -0.20 3.19
C -0.02622 0.51274 -1.45596 2.40 -0.69 0.57
C 1.72110 -0.06808 1.51282 -0.30 -0.20 -0.42
C -0.70270 -0.88273 1.24412 -0.98 -1.22 0.89
F 2.09144 -0.54215 -1.03624 -0.98 0.37 -0.57
H -1.76918 1.55308 -1.88971 -0.65 0.96 -1.24
H -1.57872 1.16951 -0.10769 0.57 -0.09 -1.82
H 0.44708 0.71846 -2.39022 -0.04 -0.37 -0.93
H 2.67737 0.11757 1.01000 -0.16 -0.05 0.62
H -1.25029 -1.68467 0.66519 1.11 0.81 0.11
H -1.30183 0.02166 1.08867 -0.16 -0.56 1.06
H -0.64829 -1.29659 2.27563 -0.41 0.87 -0.43
```
Positions in Å, forces in eV/Å.

Multiplicity = 1
HOMO energy (alpha / beta) = -7.6 / -9.2 eV
Frontier orbital gap (alpha / beta) = 0.25219 / 0.31961 hartree
Energy relative to the best compared isomer or geometry (same formula, charge and spin) = 4.3446 eV

=====

A molecular structure, C33H33N4Ti, computed with ωB97M-V/def2-TZVPD.

Geometry as XYZ:
```
71
Properties=species:S:1:pos:R:3:forces:R:3
Ti 0.57237 -0.10075 1.94111 -0.20 0.04 -0.03
C 0.18727 -0.80825 4.09635 0.12 0.09 0.39
C 1.58526 -0.68707 3.93241 -0.03 0.09 0.34
C 1.89638 0.68520 3.77536 -0.18 0.00 0.27
C 0.69369 1.41270 3.83478 0.04 -0.20 0.25
C -0.36168 0.49230 4.03220 0.16 0.01 0.15
H -0.34234 -1.70755 4.35373 -0.09 -0.15 -0.18
H 2.29400 -1.49272 4.02024 0.06 -0.10 -0.19
H 2.88204 1.10735 3.68782 0.05 0.01 -0.19
H 0.59968 2.48362 3.78511 -0.03 0.06 -0.17
H -1.39410 0.74609 4.20884 -0.10 -0.03 -0.19
N 2.30909 4.01264 -7.23202 -0.04 -0.08 0.20
C 2.12815 3.60277 -6.17314 -0.03 -0.03 0.13
C 1.89983 3.08669 -4.83881 0.07 0.01 -0.29
C 1.90241 1.71087 -4.62028 -0.01 -0.04 -0.02
C 1.69969 1.21683 -3.34270 -0.05 -0.10 -0.07
C 1.47056 2.08799 -2.28127 0.11 0.04 0.08
C 1.46869 3.46299 -2.50690 -0.01 0.05 -0.02
C 1.68707 3.96277 -3.78035 -0.03 0.09 0.08
C 1.26424 1.55114 -0.90989 0.02 0.00 -0.09
C 2.31297 0.81681 -0.34281 -0.13 -0.21 0.15
C 3.61057 0.65728 -0.85692 0.25 0.10 -0.10
C 4.36139 -0.00825 0.09880 0.06 -0.07 -0.11
C 3.50455 -0.24654 1.16992 -0.12 0.12 -0.06
N 2.26449 0.22519 0.92795 0.70 0.20 -0.26
C 0.06203 1.84928 -0.27537 -0.10 -0.13 0.17
C -1.00591 2.61425 -0.78517 -0.16 0.09 -0.11
C -1.96927 2.70073 0.20196 -0.08 0.04 -0.11
C -1.48280 1.97476 1.28871 0.24 0.03 -0.13
N -0.27120 1.44975 1.02793 -0.26 0.82 -0.20
H 2.06508 1.03720 -5.45125 0.00 0.01 0.03
H 1.70161 0.14565 -3.16910 0.01 0.08 -0.02
H 1.31107 4.14446 -1.67867 0.02 -0.04 -0.05
H 1.69372 5.03051 -3.95663 0.01 -0.04 0.01
H 3.95862 1.03801 -1.80692 -0.04 -0.03 0.12
H 5.40436 -0.28020 0.04701 -0.08 0.02 0.00
H 3.74792 -0.73117 2.10142 -0.02 -0.04 0.05
H -1.04398 3.04945 -1.77257 -0.01 -0.02 0.09
H -2.91250 3.22261 0.15929 0.05 -0.05 -0.01
H -1.97671 1.80777 2.23024 0.00 -0.02 0.08
C -3.44172 -0.50811 -2.64329 0.00 0.00 0.04
C -3.08218 -0.70234 -1.19269 -0.06 0.01 -0.11
C -4.05892 -0.61372 -0.20221 -0.08 0.02 0.00
C -3.75768 -0.81467 1.13842 -0.06 0.03 0.03
C -4.83167 -0.71458 2.19364 0.05 -0.03 -0.07
C -2.44017 -1.11465 1.47942 -0.05 -0.05 0.00
C -1.44621 -1.18537 0.50778 0.13 -0.28 0.37
C -1.77405 -0.98792 -0.82500 0.11 0.32 -0.22
N -0.09280 -1.47283 0.91380 -0.28 -0.75 -0.15
C 0.49057 -2.80224 0.49899 -0.13 0.16 0.03
C 1.46768 -3.26719 1.57843 -0.02 0.10 -0.01
C 1.23217 -2.64618 -0.83071 -0.03 -0.02 -0.11
C -0.60672 -3.85302 0.38203 -0.10 -0.10 -0.02
H -4.22942 0.23786 -2.76115 0.05 -0.04 0.02
H -3.81001 -1.44314 -3.07252 0.01 0.03 0.01
H -2.57692 -0.19310 -3.22926 -0.03 -0.01 0.03
H -5.08384 -0.38620 -0.48677 0.10 -0.01 0.01
H -5.65282 -1.40302 1.98443 0.05 0.02 0.00
H -5.25624 0.29115 2.22667 0.03 -0.02 -0.01
H -4.44087 -0.95054 3.18342 0.00 0.00 -0.02
H -2.18831 -1.33402 2.50854 0.02 -0.03 0.08
H -0.99674 -1.01539 -1.58069 -0.04 -0.02 0.04
H 2.33180 -2.60790 1.65418 0.06 0.07 0.01
H 1.84247 -4.25961 1.32814 0.00 0.01 -0.01
H 0.97148 -3.32768 2.54707 -0.01 -0.01 0.04
H 1.86528 -1.75650 -0.82977 0.01 -0.06 0.04
H 0.53505 -2.58136 -1.67015 0.06 0.01 0.07
H 1.86902 -3.51828 -0.99617 -0.05 0.03 -0.03
H -1.08105 -4.04026 1.34988 0.03 0.03 -0.08
H -0.15288 -4.78291 0.03597 -0.05 -0.02 0.03
H -1.38261 -3.56943 -0.33081 0.09 -0.04 0.03
```
Positions in Å, forces in eV/Å.

Multiplicity = 1
HOMO energy = -11.1 eV
Frontier orbital gap = 0.24816 hartree
Total charge = +1

=====

A single C4H9NO molecule in a non-equilibrium geometry, computed with ωB97M-V/def2-TZVPD.

Geometry as XYZ:
```
15
Properties=species:S:1:pos:R:3:forces:R:3
C 1.76018 -0.39691 -1.93999 0.78 0.82 -0.36
C 0.43954 -0.08468 -1.26039 0.73 0.79 0.27
C 0.65600 0.23138 0.23789 0.03 -0.04 -0.62
C -0.60743 0.05123 1.01217 -0.86 0.18 0.27
N -1.73482 0.69373 0.53357 1.12 -0.26 -0.26
O -0.71763 -0.60952 2.02162 0.42 -0.23 0.28
H 2.42352 0.47898 -2.01172 -0.29 0.13 0.50
H 1.67644 -0.62881 -3.00406 -0.28 -0.69 0.22
H 2.33841 -1.11686 -1.36377 -0.11 -0.44 -0.34
H 0.05621 0.83417 -1.71211 -0.47 -0.33 -0.25
H -0.25530 -0.91352 -1.36822 -0.15 0.06 -0.09
H 1.45373 -0.38260 0.63500 -0.11 -0.33 0.31
H 0.97953 1.26414 0.38582 0.02 0.09 -0.19
H -1.69442 1.34001 -0.23777 -0.12 0.03 0.26
H -2.42861 0.75028 1.24517 -0.72 0.23 0.00
```
Positions in Å, forces in eV/Å.

Multiplicity = 1
HOMO energy = -9.7 eV
Frontier orbital gap = 0.39070 hartree
Energy relative to the best compared isomer or geometry (same formula, charge and spin) = 0.3455 eV